Formula: C21H33BrCl2EuIN3O3SSi
Source: the OMol25 dataset
Level of theory: ωB97M-V/def2-TZVPD

As for the expectation value of S²: 15.76. The spin multiplicity is 8. The value obtained for the HOMO-LUMO gap (alpha / beta) is 7.68 / 8.25 eV. The energy relative to the best compared isomer or geometry (same formula, charge and spin) is 0.0 kcal/mol.

Atoms and positions in Å:
Eu (1.17, -1.33, -0.55)
C (0.00, -1.10, 2.60)
C (-0.68, 0.14, 2.03)
C (-2.19, -0.01, 2.04)
C (-0.25, 1.39, 2.79)
O (-0.22, 0.24, 0.65)
Si (-0.29, 1.48, -0.49)
S (0.25, 0.62, -2.27)
O (-1.81, 2.05, -0.36)
C (-2.39, 3.27, -0.87)
C (-2.25, 4.33, 0.21)
C (-1.70, 3.71, -2.15)
C (-3.85, 2.95, -1.14)
O (0.69, 2.70, 0.03)
C (2.11, 2.88, 0.03)
C (2.86, 1.56, 0.26)
C (2.52, 3.49, -1.30)
C (2.40, 3.84, 1.18)
H (-0.29, -1.24, 3.64)
H (1.09, -1.02, 2.56)
H (-0.32, -2.01, 2.07)
H (-2.55, -0.02, 3.07)
H (-2.49, -0.94, 1.56)
H (-2.66, 0.82, 1.52)
H (-0.61, 1.32, 3.82)
H (-0.66, 2.28, 2.34)
H (0.83, 1.48, 2.82)
H (-1.20, 4.49, 0.45)
H (-2.77, 4.02, 1.12)
H (-2.68, 5.28, -0.12)
H (-0.65, 3.97, -1.96)
H (-2.20, 4.59, -2.56)
H (-1.73, 2.92, -2.90)
H (-4.33, 2.59, -0.23)
H (-3.93, 2.18, -1.90)
H (-4.38, 3.84, -1.48)
H (2.80, 0.92, -0.63)
H (2.46, 1.04, 1.13)
H (3.92, 1.75, 0.44)
H (2.23, 2.84, -2.12)
H (3.60, 3.65, -1.34)
H (2.02, 4.46, -1.44)
H (2.15, 3.38, 2.14)
H (1.80, 4.74, 1.06)
H (3.46, 4.12, 1.20)
N (6.57, -0.25, 2.38)
C (5.92, -1.17, 2.12)
N (5.22, -2.27, 1.86)
C (4.10, -2.08, 1.28)
N (3.06, -2.04, 0.73)
Br (-3.12, -4.08, 1.72)
C (-2.65, -5.11, 0.20)
C (-2.81, -6.48, 0.26)
C (-2.46, -7.28, -0.81)
C (-1.95, -6.69, -1.96)
C (-1.78, -5.32, -2.03)
C (-2.13, -4.51, -0.95)
I (-1.88, -2.45, -1.13)
H (-3.22, -6.92, 1.17)
H (-2.60, -8.35, -0.75)
H (-1.67, -7.31, -2.81)
H (-1.39, -4.86, -2.93)
Cl (1.60, -4.03, -1.99)
C (2.76, -3.37, -3.17)
Cl (3.21, -1.68, -2.87)
H (2.28, -3.41, -4.15)
H (3.66, -3.97, -3.12)

Formula: C21H33BrCuN7
Source: the OMol25 dataset
Level of theory: ωB97M-V/def2-TZVPD

As for the expectation value of S²: 0.76. The spin multiplicity is 2. As for the charge: +1. The value obtained for the HOMO-LUMO gap (alpha / beta) is 7.95 / 7.11 eV.

Atoms and positions in Å:
Cu (-0.47, 0.71, 0.39)
C (-3.01, -0.29, 0.82)
N (-2.66, -1.35, 1.78)
C (-3.61, -1.51, 2.86)
C (-1.31, -1.68, 1.92)
N (-0.44, -1.03, 1.20)
C (0.97, -1.20, 1.07)
C (1.58, -2.42, 1.41)
C (2.96, -2.61, 1.43)
C (3.79, -1.56, 1.08)
C (3.23, -0.36, 0.65)
C (1.84, -0.17, 0.53)
N (1.36, 1.06, -0.04)
C (1.91, 1.77, -0.98)
N (1.35, 3.01, -1.30)
C (0.41, 3.57, -0.32)
C (0.92, 3.24, -2.68)
N (3.04, 1.48, -1.71)
C (3.09, 0.31, -2.56)
C (4.09, 2.47, -1.91)
N (-1.09, -2.68, 2.84)
C (-0.36, -2.42, 4.06)
C (-1.59, -4.02, 2.63)
H (-4.08, -0.29, 0.61)
H (-2.51, -0.44, -0.14)
H (-2.73, 0.69, 1.22)
H (-4.55, -0.97, 2.68)
H (-3.20, -1.14, 3.81)
H (-3.89, -2.56, 2.98)
H (0.96, -3.27, 1.68)
H (3.38, -3.56, 1.72)
H (4.87, -1.67, 1.13)
H (3.91, 0.45, 0.38)
H (0.83, 3.56, 0.69)
H (-0.54, 3.02, -0.32)
H (0.20, 4.62, -0.56)
H (1.71, 2.99, -3.40)
H (0.67, 4.29, -2.83)
H (0.04, 2.63, -2.91)
H (2.27, -0.39, -2.36)
H (4.04, -0.23, -2.42)
H (3.03, 0.60, -3.61)
H (4.12, 3.19, -1.09)
H (3.94, 3.02, -2.85)
H (5.07, 1.99, -1.95)
H (0.08, -1.42, 4.08)
H (0.45, -3.15, 4.20)
H (-1.03, -2.50, 4.92)
H (-2.07, -4.13, 1.65)
H (-2.33, -4.28, 3.40)
H (-0.78, -4.75, 2.68)
Br (0.72, -0.23, -2.55)
C (-1.10, 0.32, -2.44)
C (-1.87, 0.31, -3.59)
C (-3.20, 0.71, -3.50)
C (-3.71, 1.11, -2.27)
C (-2.86, 1.08, -1.17)
N (-1.56, 0.70, -1.23)
H (-1.46, 0.00, -4.54)
H (-3.83, 0.72, -4.38)
H (-4.74, 1.43, -2.16)
H (-3.20, 1.38, -0.19)
H (-1.05, 1.84, 1.44)

Formula: C21H33Cl2N4O3Ti
Source: the OMol25 dataset
Level of theory: ωB97M-V/def2-TZVPD

As for the expectation value of S²: 0.76. The spin multiplicity is 2. The value obtained for the HOMO-LUMO gap (alpha / beta) is 7.02 / 6.90 eV.

Atoms and positions in Å:
O (1.14, -0.19, -1.97)
C (0.06, 0.18, -2.38)
C (-0.24, 1.54, -2.74)
C (0.47, 2.61, -2.17)
H (0.94, 2.44, -1.21)
C (0.70, 3.75, -2.89)
H (1.37, 4.51, -2.51)
C (0.12, 3.86, -4.15)
H (0.30, 4.73, -4.74)
C (-0.66, 2.84, -4.66)
H (-1.12, 2.93, -5.63)
C (-0.84, 1.66, -4.00)
H (-1.30, 0.76, -4.41)
H (-0.78, -0.58, -2.65)
C (-2.56, -0.98, -1.52)
C (-1.97, -0.04, -0.53)
H (-3.30, -0.43, -2.13)
H (-3.16, -1.69, -0.93)
H (-2.00, -1.76, -2.10)
C (-2.35, 1.28, -0.34)
C (-3.81, 1.60, -0.26)
H (-1.72, 2.18, -0.46)
H (-4.06, 2.05, -1.23)
H (-3.99, 2.34, 0.55)
H (-4.48, 0.74, -0.03)
Ti (-1.60, -0.19, 1.23)
Cl (-0.10, 1.69, 1.22)
Cl (-3.49, -0.57, 2.50)
H (4.87, 1.47, -1.64)
H (4.55, 1.85, 1.16)
C (3.76, 1.43, -1.54)
C (3.49, 1.70, 0.93)
N (3.30, 0.88, -0.25)
H (3.33, 0.86, -2.38)
C (2.86, -0.41, -0.09)
O (2.39, -0.91, 0.93)
H (2.98, 1.20, 1.75)
H (2.82, -1.03, -1.01)
H (3.42, 2.48, -1.63)
H (3.03, 2.68, 0.77)
H (-0.38, -5.11, 1.74)
H (1.40, -5.44, -0.06)
C (-0.96, -4.54, 0.99)
C (0.79, -4.81, -0.73)
N (-0.05, -3.90, 0.05)
H (-1.62, -3.85, 1.51)
C (0.08, -2.58, -0.10)
O (-0.61, -1.77, 0.61)
H (1.46, -4.23, -1.37)
H (0.81, -2.24, -0.83)
H (-1.57, -5.26, 0.45)
H (0.17, -5.45, -1.37)
C (-1.27, 1.54, 4.26)
C (-0.39, 0.32, 4.13)
N (-0.23, -0.49, 3.08)
C (0.60, -1.53, 3.49)
C (0.94, -1.35, 4.80)
N (0.27, -0.18, 5.20)
H (-2.30, 1.19, 4.15)
H (-1.09, 1.99, 5.26)
H (-1.02, 2.26, 3.46)
H (0.83, -2.34, 2.82)
H (1.49, -1.98, 5.48)
H (0.32, 0.30, 6.12)

Formula: C21H33FN5O6P2
Source: the OMol25 dataset
Level of theory: ωB97M-V/def2-TZVPD

As for the charge: +1. The value obtained for the HOMO-LUMO gap is 7.95 eV.

Atoms and positions in Å:
C (-0.36, -3.98, -2.53)
C (-1.15, -4.13, -1.19)
P (-0.24, -3.57, 0.32)
C (1.58, -3.43, -0.04)
N (-0.70, -1.85, 0.72)
P (-1.17, -0.85, -0.61)
N (0.12, -0.21, -1.23)
C (-0.58, -1.53, 2.03)
N (-0.13, -2.43, 2.93)
C (-0.09, -1.77, 4.08)
N (-0.51, -0.55, 3.89)
F (-0.55, 0.35, 4.89)
N (-0.86, -0.33, 2.60)
C (-1.38, 0.98, 2.18)
C (-0.45, 1.81, 1.33)
C (-1.03, 2.63, 0.40)
C (-0.27, 3.44, -0.40)
C (1.10, 3.41, -0.24)
C (1.71, 2.61, 0.71)
C (3.22, 2.68, 0.83)
C (0.92, 1.80, 1.48)
H (0.12, -3.00, -2.59)
H (-1.00, -4.15, -3.40)
H (0.45, -4.72, -2.56)
H (-1.40, -5.19, -1.06)
H (-2.10, -3.60, -1.32)
H (1.85, -3.76, -1.04)
H (1.97, -2.44, 0.23)
H (2.05, -4.14, 0.66)
H (-1.74, -1.65, -1.61)
H (-2.14, 0.10, -0.25)
H (0.07, 0.81, -1.23)
H (0.26, -2.23, 5.00)
H (-2.37, 0.85, 1.73)
H (-1.58, 1.55, 3.10)
H (-2.12, 2.63, 0.29)
H (-0.71, 4.09, -1.15)
H (1.73, 4.04, -0.87)
H (3.62, 2.86, -0.18)
H (3.68, 1.75, 1.17)
H (3.48, 3.54, 1.45)
H (1.38, 1.16, 2.24)
C (-5.34, -2.26, 3.80)
C (-5.17, -3.27, 2.69)
C (-3.75, -3.67, 2.42)
O (-3.78, -4.02, 1.04)
C (-4.80, -3.31, 0.47)
O (-4.98, -3.22, -0.70)
O (-5.56, -2.72, 1.42)
H (-6.40, -2.04, 3.97)
H (-4.92, -2.63, 4.73)
H (-4.86, -1.31, 3.54)
H (-5.80, -4.14, 2.88)
H (-3.42, -4.51, 3.02)
H (-3.04, -2.84, 2.55)
C (4.60, 4.20, -5.71)
C (4.70, 3.96, -4.23)
C (3.40, 4.09, -3.48)
O (3.83, 4.49, -2.17)
C (5.03, 5.13, -2.33)
O (5.57, 5.75, -1.47)
O (5.50, 4.97, -3.59)
H (5.57, 4.05, -6.19)
H (3.88, 3.52, -6.17)
H (4.30, 5.23, -5.92)
H (5.17, 2.99, -4.03)
H (2.85, 3.15, -3.43)
H (2.75, 4.87, -3.88)